The following is a DFT calculation (the ωB97M-V functional and the def2-TZVPD basis) of C2H5NSi as an isolated structure at a distorted geometry.

multiplicity	1
strongest force on any atom	5.59	eV Å⁻¹
charge	0
HOMO-LUMO gap	9.3	eV
DFT total energy	-423.31604	hartree
LUMO level	0.010	Ha
E_HOMO	-9.02	eV
energy relative to the best compared isomer or geometry (same formula, charge and spin)	269.12	kJ/mol

Last column: Löwdin charge in e.
Geometry (Å):
C1 -0.825 -0.865 -2.538  0.101
C2 -0.803 -0.569 -1.384  -0.327
N1 -0.673 0.002 -0.171  -0.243
Si1 0.643 0.206 0.907  0.525
H1 -1.260 -1.155 -3.375  -0.028
H2 -1.745 -0.082 0.559  0.237
H3 0.079 1.197 1.810  -0.082
H4 1.755 0.757 0.250  -0.109
H5 1.410 -0.897 1.727  -0.074